1.
58
Properties=species:S:1:pos:R:3 method="wB97M-V/def2-TZVPD" homo_lumo_gap_ev=8.205
Rh 0.528 0.285 0.791
O -0.863 -1.581 3.139
Cl -1.209 -0.283 2.751
O -2.244 0.288 3.512
O -1.528 -0.245 1.289
O -0.034 0.641 2.779
O 3.002 1.291 -2.025
S 2.372 0.432 -1.082
O 2.391 0.965 0.333
O 0.900 0.211 -1.283
C 3.209 -1.149 -1.123
C 4.285 -1.177 -2.001
C 5.111 -2.289 -2.072
C 4.874 -3.371 -1.246
C 3.790 -3.353 -0.378
C 2.941 -2.262 -0.310
S 1.518 -2.441 0.788
O 1.701 -1.297 1.724
O 1.582 -3.752 1.358
O 0.350 -2.196 -0.038
H 4.481 -0.315 -2.621
H 5.941 -2.292 -2.765
H 5.520 -4.238 -1.276
H 3.567 -4.201 0.254
C 0.859 6.063 -2.374
C -0.451 5.673 -2.619
C -0.960 4.535 -2.013
C -0.156 3.791 -1.155
C 1.158 4.176 -0.916
C 1.663 5.316 -1.526
Sb -0.986 2.179 -0.076
C -2.530 1.435 -1.289
C -2.293 1.332 -2.658
C -3.278 0.822 -3.490
C -4.493 0.413 -2.957
C -4.721 0.501 -1.592
C -3.738 1.005 -0.752
C -1.878 3.202 1.550
C -1.038 3.589 2.590
C -1.544 4.317 3.655
C -2.889 4.659 3.685
C -3.725 4.281 2.645
C -3.221 3.556 1.575
H 1.255 6.951 -2.849
H -1.077 6.253 -3.284
H -1.983 4.233 -2.209
H 1.796 3.585 -0.267
H 2.687 5.615 -1.343
H -1.345 1.645 -3.078
H -3.092 0.737 -4.552
H -5.259 0.012 -3.607
H -5.661 0.165 -1.175
H -3.906 1.028 0.317
H 0.009 3.306 2.588
H -0.889 4.607 4.466
H -3.285 5.221 4.520
H -4.774 4.548 2.664
H -3.882 3.282 0.763


2.
85
Properties=species:S:1:pos:R:3 method="wB97M-V/def2-TZVPD" homo_lumo_gap_ev=7.851 charge=+1
O -3.732 -1.888 -0.670
C -2.726 -2.774 -1.344
N -2.038 -3.978 -0.670
C -1.053 -4.647 -1.604
I 0.303 -6.348 -1.370
C -1.239 -3.708 -2.935
N -0.552 -3.742 -4.282
C 0.416 -2.732 -4.276
S 1.464 -1.383 -3.975
N -2.238 -2.582 -2.785
H -4.382 -1.610 -1.406
H -2.236 -4.291 0.312
H -2.524 -1.853 -3.498
C 1.867 0.145 0.741
C 2.291 0.990 -0.470
C 3.603 0.565 -1.120
F 4.652 0.662 -0.272
F 3.895 1.368 -2.178
F 2.317 2.301 -0.115
F 1.297 0.881 -1.407
O 2.187 0.683 2.026
C 3.506 0.407 2.494
C 4.353 1.673 2.669
F 4.476 2.358 1.503
F 5.614 1.368 3.073
F 4.085 -0.508 1.680
F 3.350 -0.211 3.696
H 0.770 0.116 0.728
H 2.168 -0.905 0.648
H 3.549 -0.463 -1.492
H 3.907 2.345 3.408
C -6.097 -3.999 1.020
C -5.771 -4.433 2.457
C -6.055 -5.900 2.763
F -7.362 -6.212 2.618
F -5.737 -6.189 4.053
F -6.412 -3.613 3.330
F -4.433 -4.208 2.653
O -7.360 -3.355 0.829
C -8.472 -4.231 0.650
C -9.512 -4.108 1.770
F -8.973 -4.387 2.985
F -10.533 -4.986 1.589
F -8.021 -5.497 0.483
F -9.033 -3.876 -0.538
H -5.361 -3.230 0.755
H -5.929 -4.799 0.290
H -5.465 -6.562 2.122
H -9.928 -3.097 1.811
C 8.750 3.031 2.968
C 7.896 4.169 2.389
C 7.708 4.124 0.876
F 8.880 4.226 0.210
F 6.941 5.168 0.459
F 8.408 5.362 2.789
F 6.659 4.083 2.974
O 10.125 3.339 3.214
C 10.992 3.208 2.089
C 11.625 4.540 1.668
F 10.683 5.461 1.342
F 12.410 4.384 0.569
F 10.325 2.598 1.080
F 11.965 2.338 2.473
H 8.341 2.812 3.962
H 8.633 2.092 2.413
H 7.208 3.203 0.564
H 12.238 4.956 2.473
C -3.937 3.670 -2.476
C -5.436 3.335 -2.475
C -5.818 2.101 -1.664
F -5.233 0.976 -2.134
F -7.159 1.886 -1.723
F -5.875 3.238 -3.757
F -6.091 4.414 -1.941
O -3.192 3.217 -3.609
C -2.731 1.868 -3.539
C -3.344 0.973 -4.623
F -4.699 0.939 -4.537
F -2.916 -0.311 -4.498
F -2.930 1.393 -2.286
F -1.382 1.930 -3.703
H -3.865 4.763 -2.526
H -3.447 3.408 -1.531
H -5.549 2.219 -0.610
H -3.080 1.330 -5.623


3.
67
Properties=species:S:1:pos:R:3 method="wB97M-V/def2-TZVPD" homo_lumo_gap_ev="9.064 / 5.577" e_above_lowest_kj_mol=164.8 charge=+1 multiplicity=5
Pd -0.913 -0.473 0.435
N -2.413 6.989 -2.168
C -2.699 5.724 -1.904
C -3.694 5.410 -0.920
C -3.984 4.112 -0.651
C -3.308 3.088 -1.359
C -2.312 3.385 -2.327
C -2.012 4.677 -2.602
S -3.699 1.388 -1.064
O -3.381 0.734 -2.287
O -5.024 1.355 -0.535
N -2.600 1.047 0.050
C -2.987 1.099 1.384
N -3.773 2.032 1.899
C -4.055 1.892 3.193
C -3.544 0.870 3.981
C -2.680 -0.008 3.367
N -2.409 0.110 2.067
H -2.886 7.744 -1.696
H -1.725 7.235 -2.864
H -4.211 6.217 -0.416
H -4.728 3.829 0.081
H -1.829 2.568 -2.847
H -1.273 4.935 -3.351
H -4.711 2.641 3.621
H -3.786 0.780 5.028
H -2.198 -0.818 3.898
S 2.549 -0.426 4.505
P 2.226 -1.440 2.759
S 0.300 -0.955 2.578
C 2.514 -3.189 2.946
C 1.519 -4.121 2.675
C 1.798 -5.474 2.807
C 3.056 -5.887 3.218
C 4.049 -4.953 3.497
C 3.783 -3.603 3.358
C 3.323 -0.855 1.477
C 3.476 -1.634 0.328
C 4.298 -1.195 -0.694
C 4.984 0.007 -0.566
C 4.850 0.771 0.584
C 4.017 0.347 1.608
H 0.536 -3.791 2.370
H 1.031 -6.205 2.590
H 3.265 -6.943 3.327
H 5.028 -5.281 3.817
H 4.563 -2.878 3.564
H 2.970 -2.585 0.238
H 4.410 -1.793 -1.588
H 5.631 0.343 -1.365
H 5.398 1.698 0.687
H 3.906 0.948 2.500
F -0.751 -3.173 -1.248
C 0.448 -2.659 -1.449
F 1.149 -3.361 -2.312
F 1.095 -2.678 -0.271
S 0.291 -0.834 -1.970
O -1.154 -0.564 -1.853
O 1.007 -0.142 -0.894
N 0.968 -0.679 -3.342
S 0.262 -1.466 -4.601
O 1.227 -1.659 -5.626
O -0.577 -2.535 -4.150
C -0.936 -0.170 -5.260
F -0.884 0.958 -4.533
F -0.621 0.130 -6.511
F -2.171 -0.637 -5.216


4.
52
Properties=species:S:1:pos:R:3 method="wB97M-V/def2-TZVPD" smiles="O=C(C[C@@H]1N=C2c3ccccc3N=C(SCc3ccc(F)cc3)N2C1=O)NCc1ccco1" homo_lumo_gap_ev=8.334
O -0.519 -0.793 -0.603
C -1.057 -1.843 -0.315
C -0.596 -3.178 -0.887
C 0.907 -3.098 -1.186
N 1.662 -2.872 0.024
C 2.258 -1.749 -0.093
C 3.052 -1.035 0.869
C 3.413 -1.573 2.102
C 4.164 -0.824 2.984
C 4.553 0.469 2.646
C 4.192 1.021 1.436
C 3.433 0.280 0.526
N 3.068 0.870 -0.659
C 2.412 0.191 -1.526
S 1.876 0.924 -3.008
C 1.824 2.665 -2.420
C 0.798 2.756 -1.336
C -0.528 2.438 -1.614
C -1.477 2.423 -0.612
C -1.078 2.727 0.677
F -1.997 2.692 1.674
C 0.228 3.056 0.983
C 1.165 3.067 -0.034
N 2.072 -1.123 -1.335
C 1.205 -1.903 -2.088
O 0.851 -1.682 -3.213
N -2.094 -1.924 0.539
C -2.697 -0.747 1.141
C -4.076 -0.504 0.623
C -5.294 -0.940 1.058
C -6.248 -0.425 0.148
C -5.539 0.280 -0.773
O -4.227 0.236 -0.495
H -0.789 -3.992 -0.189
H -1.131 -3.358 -1.822
H 1.234 -4.027 -1.664
H 3.099 -2.578 2.334
H 4.452 -1.240 3.937
H 5.143 1.047 3.342
H 4.489 2.022 1.166
H 1.551 3.244 -3.301
H 2.817 2.936 -2.073
H -0.810 2.173 -2.622
H -2.503 2.160 -0.814
H 0.501 3.282 2.002
H 2.193 3.305 0.189
H -2.540 -2.812 0.709
H -2.049 0.092 0.880
H -2.727 -0.870 2.227
H -5.488 -1.541 1.922
H -7.310 -0.562 0.180
H -5.840 0.838 -1.637